ORCA calculation (ωB97M-V with the def2-TZVPD basis set) on a molecular structure, C13H22FI2InOP2 in a non-equilibrium geometry.

Its energy is -2151.105023 Ha. For the energy above the lowest of the compared OMol25 structures with the same formula, charge and spin, the calculation gives 5.7757 eV. The HOMO energy (spin up / spin down) is -14.55 / -14.55 eV. The total charge is +2.

Geometry (Å):
I 0.404 -2.047 -5.174
I 2.778 -3.242 -1.298
In 0.509 -0.469 0.130
P 2.089 1.222 -1.190
C 2.974 0.624 -2.669
C 1.537 2.891 -1.674
H 2.414 3.557 -1.623
H 3.902 2.527 -0.330
H 0.756 3.269 -1.001
H 3.034 1.698 1.012
H 2.269 0.536 -3.505
H 1.146 2.864 -2.703
C 3.428 1.586 -0.012
H 3.790 1.301 -2.959
H 4.152 0.758 -0.031
H 3.371 -0.381 -2.468
P -1.507 -2.232 -0.085
C -1.389 -3.567 -1.325
C -1.487 -3.129 1.498
H -3.411 -0.732 0.274
H -3.861 -2.468 0.306
H -3.542 -1.642 -1.264
C -3.249 -1.707 -0.205
H -1.283 -2.444 2.337
H -2.477 -3.590 1.632
H -2.116 -4.369 -1.136
H -0.369 -3.975 -1.315
H -0.701 -3.897 1.460
H -1.568 -3.154 -2.325
C 0.254 -0.964 -2.087
O 0.110 -1.205 -3.276
F -1.870 3.443 4.690
C -1.434 2.669 3.636
C -2.110 1.467 3.423
C -1.626 0.644 2.341
C -0.520 1.074 1.648
C 0.089 2.303 1.831
C -0.360 3.138 2.885
H -2.939 1.173 4.030
H -2.175 -0.271 2.176
H 0.906 2.681 1.241
H 0.081 4.061 3.106

***

ORCA calculation (ωB97M-V with the def2-TZVPD basis set) on a molecular structure, C13H22FI2InOP2 in a non-equilibrium geometry.

Its energy is -2151.117323 Ha. For the energy above the lowest of the compared OMol25 structures with the same formula, charge and spin, the calculation gives 5.4410 eV. The HOMO energy (spin up / spin down) is -15.08 / -14.76 eV. The total charge is +2.

Geometry (Å):
I 4.483 1.642 -3.090
I 3.769 -2.301 -1.879
In 0.239 -0.497 -0.043
P 2.079 0.373 1.690
C 3.819 0.466 1.235
C 1.772 1.926 2.608
H 2.220 1.819 3.612
H 2.454 -0.386 3.959
H 0.690 2.127 2.708
H 1.014 -1.234 3.235
H 3.968 1.302 0.542
H 2.250 2.755 2.062
C 2.051 -0.881 3.048
H 4.468 0.618 2.116
H 2.690 -1.734 2.740
H 4.115 -0.451 0.713
P -0.604 -0.431 -2.600
C 0.562 -0.511 -3.974
C -1.602 -1.971 -2.794
H -2.406 1.202 -2.255
H -2.461 0.417 -3.877
H -1.240 1.708 -3.531
C -1.799 0.857 -3.112
H -2.174 -2.187 -1.867
H -2.302 -1.805 -3.640
H 0.055 -0.706 -4.937
H 1.303 -1.296 -3.784
H -0.907 -2.807 -3.009
H 1.101 0.440 -4.050
C 1.855 0.462 -1.267
O 2.726 1.021 -1.921
F -5.204 0.067 3.236
C -4.013 0.043 2.507
C -4.109 -0.163 1.153
C -2.940 -0.215 0.413
C -1.749 -0.100 1.111
C -1.662 0.165 2.476
C -2.838 0.212 3.184
H -5.077 -0.279 0.678
H -3.007 -0.357 -0.636
H -0.744 0.312 2.993
H -2.849 0.381 4.246

***

ORCA calculation (ωB97M-V with the def2-TZVPD basis set) on a molecular structure, C13H22N4O8P2S2 in a non-equilibrium geometry.

Its energy is -2808.479185 Ha. The HOMO energy is -8.43 eV. The total charge is 0.

Geometry (Å):
C 4.638 -3.227 -1.343
C 3.333 -2.444 -1.494
C 2.630 -2.295 -0.145
C 1.447 -1.364 -0.169
C 0.091 -1.896 -0.214
P -0.094 -3.705 -0.231
P -0.159 -4.206 -2.344
O -1.436 -4.843 -2.712
O 1.101 -5.140 -2.666
O 0.197 -2.876 -3.151
C -1.001 -1.060 -0.188
O -2.305 -1.411 -0.177
C -2.865 -2.066 -1.333
C -3.821 -3.160 -0.902
C -0.760 0.339 -0.130
N -1.705 1.287 -0.125
S -0.938 2.682 -0.090
N 0.589 2.199 -0.066
C 0.558 0.863 -0.099
C 1.668 -0.028 -0.111
S 3.297 0.650 0.037
H 5.234 -2.826 -0.524
H 4.429 -4.280 -1.151
H 5.229 -3.182 -2.258
H 3.529 -1.467 -1.935
H 2.696 -3.012 -2.177
H 3.343 -1.960 0.607
H 2.309 -3.289 0.165
H -1.433 -3.949 0.080
H 0.779 -6.029 -2.867
H 0.878 -3.035 -3.818
H -3.430 -1.298 -1.864
H -2.088 -2.430 -1.996
H -3.931 -3.912 -1.679
H -3.451 -3.641 0.003
H -4.794 -2.744 -0.645
H 3.374 1.245 -1.160
C -1.313 6.861 1.126
N -0.246 5.949 0.636
O 0.539 5.510 1.450
O -0.241 5.684 -0.548
H -1.187 6.984 2.194
H -1.209 7.807 0.605
H -2.266 6.395 0.897
C -1.356 4.120 4.998
N -1.922 5.237 4.195
O -2.569 4.958 3.207
O -1.687 6.365 4.575
H -1.646 3.187 4.531
H -0.278 4.246 5.004
H -1.758 4.210 6.002

***

ORCA calculation (ωB97M-V with the def2-TZVPD basis set) on 2 unconnected molecules or ions with the total composition C13H22Si in a non-equilibrium geometry.

Its energy is -797.911459 Ha. The HOMO energy is -7.59 eV. The total charge is 0.

Geometry (Å):
C 2.622 2.570 -1.066
C 2.582 1.090 -1.355
C 2.916 0.135 -0.427
C 3.022 -1.297 -0.782
C 3.023 -2.266 0.163
C 2.822 -2.021 1.510
C 2.850 -0.737 1.919
C 3.165 0.411 0.999
H 2.118 2.760 -0.194
H 2.276 3.038 -1.985
H 3.612 2.846 -0.837
H 2.429 0.816 -2.390
H 2.825 -1.444 -1.976
H 2.879 -3.313 -0.135
H 2.553 -2.796 2.224
H 2.607 -0.348 2.839
H 4.310 0.644 1.043
H 2.778 1.314 1.433
C -0.951 -1.524 0.148
C -1.263 -0.359 -0.320
Si -2.971 0.235 -0.098
C -2.941 2.101 -0.478
C -4.054 -0.823 -1.286
C -3.693 -0.197 1.593
H 0.057 -1.970 0.100
H -1.625 -2.254 0.688
H -0.491 0.044 -0.944
H -2.092 2.494 -0.062
H -2.820 2.279 -1.540
H -3.670 2.857 -0.320
H -5.072 -0.472 -1.545
H -3.722 -1.282 -2.163
H -4.327 -1.670 -0.606
H -3.342 -1.103 1.914
H -3.633 0.614 2.329
H -4.777 -0.375 1.606

***

ORCA calculation (ωB97M-V with the def2-TZVPD basis set) on 4 unconnected molecules or ions with the total composition C13H23B2NO15.

Its energy is -1742.416229 Ha. The HOMO energy is -10.24 eV. The total charge is 0.

Geometry (Å):
N 0.023 -1.510 1.246
B -0.711 -2.271 0.226
O -0.938 -1.737 -1.010
C -1.272 -3.706 0.597
C -0.652 -4.887 0.455
B 0.759 -5.133 -0.151
O 1.279 -4.172 -1.007
O 1.502 -6.234 0.195
C -1.575 -5.935 0.989
O -1.325 -7.077 1.228
O -2.791 -5.346 1.223
C -2.600 -3.970 1.199
O -3.399 -3.209 1.622
H 0.932 -1.963 1.347
H -0.429 -1.678 2.144
H -0.306 -2.046 -1.673
H 1.220 -4.472 -1.921
H 1.139 -7.037 -0.201
C -2.906 5.158 1.998
O -2.742 4.188 0.963
C -1.733 3.338 1.162
O -0.992 3.341 2.112
O -1.682 2.495 0.142
C -0.628 1.518 0.239
H -3.752 5.772 1.704
H -3.118 4.673 2.949
H -2.017 5.779 2.088
H -0.754 0.900 1.119
H 0.344 2.007 0.265
H -0.696 0.897 -0.646
C 0.829 1.301 -6.294
O -0.451 1.558 -5.713
C -0.825 0.673 -4.793
O -0.185 -0.286 -4.439
O -2.021 1.024 -4.333
C -2.530 0.139 -3.331
H 0.997 2.094 -7.016
H 1.608 1.326 -5.534
H 0.835 0.338 -6.801
H -1.868 0.117 -2.471
H -2.649 -0.865 -3.734
H -3.500 0.525 -3.032
C 1.391 2.033 4.396
O 2.784 2.339 4.262
C 3.301 2.030 3.078
O 2.716 1.524 2.156
O 4.590 2.373 3.084
C 5.276 2.094 1.863
H 1.107 2.329 5.402
H 0.800 2.593 3.676
H 1.221 0.965 4.274
H 4.832 2.646 1.037
H 5.260 1.027 1.647
H 6.301 2.420 2.011

***

- Number 2 is which compound?
  C13H22FI2InOP2

***

- Which formula does entry 1 have?
  C13H22FI2InOP2

***

Repeat the third record exactly.
ORCA calculation (ωB97M-V with the def2-TZVPD basis set) on a molecular structure, C13H22N4O8P2S2 in a non-equilibrium geometry.

Its energy is -2808.479185 Ha. The HOMO energy is -8.43 eV. The total charge is 0.

Geometry (Å):
C 4.638 -3.227 -1.343
C 3.333 -2.444 -1.494
C 2.630 -2.295 -0.145
C 1.447 -1.364 -0.169
C 0.091 -1.896 -0.214
P -0.094 -3.705 -0.231
P -0.159 -4.206 -2.344
O -1.436 -4.843 -2.712
O 1.101 -5.140 -2.666
O 0.197 -2.876 -3.151
C -1.001 -1.060 -0.188
O -2.305 -1.411 -0.177
C -2.865 -2.066 -1.333
C -3.821 -3.160 -0.902
C -0.760 0.339 -0.130
N -1.705 1.287 -0.125
S -0.938 2.682 -0.090
N 0.589 2.199 -0.066
C 0.558 0.863 -0.099
C 1.668 -0.028 -0.111
S 3.297 0.650 0.037
H 5.234 -2.826 -0.524
H 4.429 -4.280 -1.151
H 5.229 -3.182 -2.258
H 3.529 -1.467 -1.935
H 2.696 -3.012 -2.177
H 3.343 -1.960 0.607
H 2.309 -3.289 0.165
H -1.433 -3.949 0.080
H 0.779 -6.029 -2.867
H 0.878 -3.035 -3.818
H -3.430 -1.298 -1.864
H -2.088 -2.430 -1.996
H -3.931 -3.912 -1.679
H -3.451 -3.641 0.003
H -4.794 -2.744 -0.645
H 3.374 1.245 -1.160
C -1.313 6.861 1.126
N -0.246 5.949 0.636
O 0.539 5.510 1.450
O -0.241 5.684 -0.548
H -1.187 6.984 2.194
H -1.209 7.807 0.605
H -2.266 6.395 0.897
C -1.356 4.120 4.998
N -1.922 5.237 4.195
O -2.569 4.958 3.207
O -1.687 6.365 4.575
H -1.646 3.187 4.531
H -0.278 4.246 5.004
H -1.758 4.210 6.002